# 1
A structure of composition C4H8DyO3 at a distorted geometry. Source: OMol25; level of theory: ωB97M-V/def2-TZVPD.

Calculated values
* ΔE to the lowest compared entry with this formula, charge and spin: 0.000 eV
* F_max: 5.06 eV Å⁻¹
* net charge: +2
* spin multiplicity: 7

```
16
Properties=species:S:1:pos:R:3:forces:R:3:mulliken_spin:R:1
C -2.5246 -3.6797 -1.2524 -2.017 -4.306 1.717 0.075
C -1.4947 -1.7948 -0.9046 1.712 3.790 2.886 0.050
O -2.0025 -1.3873 0.2153 0.948 -1.790 -2.789 -0.014
O -2.4967 -4.3043 -0.1132 0.392 2.378 -2.657 -0.038
H -1.9559 -4.1204 -2.0871 0.656 0.622 0.352 0.007
H -3.4831 -3.2057 -1.5308 0.533 0.673 0.256 0.018
H -1.7409 -1.2145 -1.8083 -0.756 -0.747 -0.089 0.002
Dy -2.4083 -3.0280 1.8334 0.515 -0.349 0.725 5.925
O -0.5165 -3.3384 3.3309 -0.654 0.686 -0.986 -0.037
C 0.2746 -2.9018 4.1685 -0.095 -1.307 1.200 -0.014
C -0.1371 -2.1333 5.3586 0.295 0.654 -0.331 0.009
H 1.3078 -3.2939 4.1521 -0.119 0.394 -0.290 0.001
H -1.1297 -1.6849 5.2452 0.211 -0.101 0.105 -0.003
H 0.6314 -1.3670 5.5470 -0.302 -0.135 0.145 0.000
H -0.1250 -2.8105 6.2283 0.073 0.055 -0.223 -0.001
H -0.4203 -2.1739 -0.8819 -1.392 -0.517 -0.023 0.019
```
Forces are in eV/Å.

# 2
The molecule C4H7N5 at a distorted geometry. Source: OMol25; level of theory: ωB97M-V/def2-TZVPD.

Calculated values
* ΔE to the lowest compared entry with this formula, charge and spin: 6.621 eV
* F_max: 6.55 eV Å⁻¹
* spin multiplicity: 1

```
16
Properties=species:S:1:pos:R:3:forces:R:3:nbo_charge:R:1
C -2.0007 -0.5099 0.0409 1.724 -2.930 1.943 -0.008
C -2.8471 0.4643 -0.1919 -2.179 -0.766 -2.457 -0.459
C 1.2837 -1.3506 -0.1678 0.333 -3.846 1.122 -0.115
C 1.4923 0.0164 -0.1922 0.962 2.109 0.392 0.311
H -0.3463 2.2867 -0.6427 1.077 -1.068 3.977 0.347
H 0.9823 2.1537 0.6277 -2.982 -1.090 -0.704 0.405
H -2.1707 -1.6035 0.3001 -1.130 1.544 -0.665 0.229
H -3.8708 0.1003 -0.5385 1.232 0.457 1.138 0.222
H -2.6564 1.4239 -0.6387 0.579 0.393 0.669 0.216
H 2.0671 -2.1243 0.0591 -0.943 0.830 -0.981 0.220
H 3.3549 0.1000 -0.2210 -1.001 1.352 0.447 0.349
N -0.0501 1.7272 0.3690 1.475 5.751 -2.765 -0.624
N 0.2234 0.5283 -0.1287 -0.140 -2.618 -0.189 -0.120
N -0.5898 -0.5324 0.3179 -1.822 3.028 -1.162 -0.053
N 0.0355 -1.6340 0.1154 1.565 -2.082 0.043 -0.156
N 2.5341 0.7597 -0.0850 1.249 -1.063 -0.809 -0.764
```
Forces are in eV/Å.

- Look up the F_max of the first one.
  5.06 eV Å⁻¹